Molecular formula: C45H38Cl2P2ReSi
Method: DFT, wB97M-V/def2-TZVPD

```
! RIJCOSX wB97M-V def2-TZVPD def2/J DEFGRID3
* xyz 3 1
Re 0.06793 -0.22605 0.35445
C 0.04665 3.45467 2.13933
Si 0.02062 2.91591 0.35470
C -1.58139 3.24873 -0.53322
C -1.88116 4.54510 -0.95846
C -3.08136 4.81621 -1.59582
C -3.99738 3.79648 -1.82173
C -3.71350 2.50620 -1.39917
C -2.50898 2.24137 -0.74920
P -2.20859 0.60408 -0.06159
C -3.22708 0.46290 1.42753
C -4.35743 1.25968 1.61085
C -5.17190 1.05312 2.71396
C -4.85686 0.07700 3.64811
C -3.72042 -0.70369 3.48122
C -2.91604 -0.51909 2.37081
C -2.90728 -0.50850 -1.31220
C -3.75428 -1.55530 -0.95259
C -4.32318 -2.34511 -1.94098
C -4.04260 -2.09948 -3.27876
C -3.17966 -1.07043 -3.63754
C -2.60583 -0.27673 -2.65814
C 1.59529 3.33484 -0.55699
C 1.88264 4.65363 -0.91787
C 3.10808 4.97570 -1.48107
C 4.07010 3.99142 -1.67658
C 3.79792 2.67920 -1.32301
C 2.56052 2.36400 -0.77150
P 2.22092 0.67248 -0.27512
C 2.68948 -0.36935 -1.67686
C 3.97987 -0.89379 -1.77909
C 4.33041 -1.63074 -2.89997
C 3.40096 -1.85838 -3.90569
C 2.12027 -1.32649 -3.81111
C 1.76697 -0.57583 -2.70369
C 3.31005 0.30672 1.10926
C 3.52272 -1.02970 1.46624
C 4.32906 -1.33102 2.55037
C 4.91154 -0.30631 3.28567
C 4.67733 1.02169 2.94905
C 3.87141 1.33518 1.86651
H -0.18393 4.52504 2.17379
H 1.03916 3.31618 2.56888
H -0.70522 2.93879 2.73641
H -1.17149 5.34992 -0.80162
H -3.30125 5.82272 -1.92584
H -4.93170 4.00163 -2.32651
H -4.43107 1.71582 -1.57595
H -4.60649 2.04353 0.91130
H -6.05944 1.65873 2.83901
H -5.50052 -0.07749 4.50358
H -3.47064 -1.45497 4.21912
H -2.04237 -1.14308 2.22621
H -3.98384 -1.73799 0.09081
H -5.00131 -3.14237 -1.66678
H -4.50523 -2.70613 -4.04582
H -2.97049 -0.87741 -4.68131
H -1.94380 0.53521 -2.93929
H 1.15238 5.44011 -0.76317
H 3.31741 5.99846 -1.76443
H 5.03063 4.24580 -2.10386
H 4.55023 1.91439 -1.46801
H 4.69987 -0.72915 -0.98798
H 5.33407 -2.02546 -2.98611
H 3.67799 -2.44829 -4.76908
H 1.40771 -1.49374 -4.60808
H 0.77721 -0.12541 -2.65350
H 3.08294 -1.82718 0.87657
H 4.51860 -2.36234 2.81699
H 5.55600 -0.54379 4.12154
H 5.13604 1.81344 3.52631
H 3.70010 2.37008 1.59696
Cl 1.87448 -4.00735 -0.18700
C 0.11823 -3.83482 -0.12534
Cl -0.38264 -2.18805 -0.58546
H -0.23402 -4.03194 0.88149
H -0.34210 -4.50308 -0.84652
C 0.25686 0.40358 2.09049
C 0.34380 0.38630 3.48396
C 0.26144 -0.91136 4.06572
C 0.24423 -1.06613 5.43098
C 0.33480 0.05289 6.25712
C 0.46524 1.32576 5.70725
C 0.47547 1.49740 4.34157
H 0.22345 -1.77410 3.41328
H 0.16696 -2.05544 5.86177
H 0.32438 -0.07395 7.33167
H 0.55931 2.18196 6.36109
H 0.59897 2.48532 3.92445
*
```

Properties
Relative energy (zero: lowest compared OMol25 entry of this formula, charge and spin) in kcal per mole: 42.3
HOMO in eV: -16.58
M in g mol⁻¹: 925.9